Below is a structure of composition C20H20IrN11O7S2, with properties calculated with the ωB97M-V functional and the def2-TZVPD basis.

```
61
Properties=species:S:1:pos:R:3:lowdin_spin:R:1
Ir -0.87 -0.43 -0.10 2.73
S -1.34 1.12 -2.16 0.42
S -2.97 -1.06 -1.16 0.29
O 2.03 -1.11 7.36 0.00
O 4.22 -1.18 3.20 0.00
O -1.99 -1.24 1.73 0.05
O -2.56 -0.08 3.44 0.08
O 3.18 -1.84 1.44 0.00
O -0.11 -0.86 7.47 0.00
O 0.69 -1.01 1.28 0.14
N -0.61 1.50 0.96 0.12
N -5.94 -0.82 -3.30 0.18
N 2.71 -1.69 -2.49 0.01
N 1.77 -3.76 -1.67 0.01
N 0.94 -0.95 6.87 0.00
N -3.43 2.46 -4.88 0.18
N 3.21 -1.44 2.59 0.00
N -1.73 -0.71 2.84 0.02
N 0.85 -2.71 -3.64 0.01
N 0.51 -1.68 -1.45 0.17
N -1.04 3.29 2.12 0.00
C -1.58 2.32 1.36 0.01
C -3.77 0.54 -3.21 0.32
C -3.02 2.20 1.06 0.01
C 0.85 -0.99 5.40 0.00
C 2.01 -1.18 4.66 0.00
C -0.07 -1.97 -2.81 0.01
C 3.00 -2.98 -1.85 0.00
C 1.81 -0.94 -1.66 0.01
C -0.42 -0.88 3.41 0.01
C -4.97 -0.20 -3.26 0.03
C 0.58 1.97 1.49 0.01
C -0.37 -0.83 4.79 0.00
C -3.58 1.60 -4.13 0.04
C 0.71 -1.07 2.56 0.02
C -2.75 0.21 -2.26 0.06
C 0.86 -3.02 -0.84 0.01
C 2.09 -1.94 -3.79 0.00
C 1.16 -3.98 -2.98 0.00
C 0.32 3.08 2.22 0.00
C 1.93 -1.23 3.29 0.01
H -3.50 3.18 1.03 0.00
H 1.85 -4.55 -3.61 0.00
H 1.31 -2.83 0.13 0.00
H -0.30 -1.02 -3.29 0.00
H -0.08 -3.57 -0.72 0.00
H 1.52 1.49 1.30 0.00
H 1.86 -0.99 -4.27 0.00
H -1.26 -0.68 5.38 0.00
H 2.25 -0.78 -0.68 0.00
H 1.57 0.02 -2.13 0.00
H 0.24 -4.56 -2.87 0.00
H 3.46 -2.81 -0.88 0.00
H -1.56 4.03 2.55 0.00
H -0.98 -2.54 -2.66 0.00
H 2.96 -1.30 5.15 0.00
H -3.16 1.72 0.10 0.00
H -3.52 1.60 1.82 0.00
H 0.96 3.75 2.76 0.00
H 2.78 -2.50 -4.42 0.00
H 3.68 -3.54 -2.48 0.00
```

Summary:
- LUMO energy (alpha / beta) (Eh) = -0.1654 / -0.2533
- highest occupied orbital energy (alpha / beta) (eV) = -11.78 / -11.86
- net charge = +1
- HOMO-LUMO gap (alpha / beta) (eV) = 7.3 / 5.0
- spin multiplicity = 6
- relative energy (zero: lowest compared OMol25 entry of this formula, charge and spin) (kcal per mole) = 1.8



Below is a structure of composition C20H20LaN5S, with properties calculated with the ωB97M-V functional and the def2-TZVPD basis.

```
47
Properties=species:S:1:pos:R:3:mulliken_charge:R:1
La 10.06 8.53 9.44 1.60
S 8.83 10.57 4.87 -0.22
N 8.42 6.61 9.55 -0.60
N 12.30 8.70 10.49 0.03
N 10.06 8.41 12.17 0.42
N 9.91 9.19 7.13 -0.78
N 8.86 10.48 10.40 -0.36
C 6.67 6.27 11.13 -0.42
C 8.73 10.40 11.74 0.46
C 6.55 11.46 11.60 -0.34
C 9.87 9.80 12.54 -0.64
C 12.50 8.27 11.76 0.47
C 6.76 11.68 10.23 -0.70
C 8.01 6.34 10.79 0.68
C 9.35 9.75 6.20 0.41
C 9.05 7.48 12.76 -0.84
C 9.04 6.23 11.88 -1.16
C 7.97 11.22 9.69 -0.28
C 14.69 8.79 10.19 -0.40
C 13.77 7.94 12.16 -0.53
C 14.94 8.15 11.38 -0.60
C 7.54 10.86 12.35 -0.55
C 7.50 6.76 8.57 -0.19
C 6.16 6.69 8.86 -0.48
C 5.70 6.53 10.16 -0.54
C 13.42 9.13 9.78 -0.31
C 11.37 7.92 12.70 -1.16
H 8.87 5.37 12.59 0.41
H 5.41 6.74 8.03 0.41
H 8.16 11.22 8.63 0.44
H 7.40 10.65 13.38 0.45
H 6.41 5.98 12.14 0.48
H 13.88 7.53 13.15 0.45
H 16.00 7.88 11.67 0.40
H 6.12 12.32 9.66 0.48
H 13.27 9.71 8.84 0.40
H 11.33 6.83 12.76 0.55
H 8.07 7.97 12.73 0.46
H 9.65 9.87 13.67 0.38
H 4.70 6.71 10.51 0.48
H 9.30 7.32 13.82 0.47
H 5.62 11.81 12.06 0.44
H 11.63 8.40 13.66 0.44
H 15.50 9.10 9.51 0.38
H 7.88 6.84 7.52 0.45
H 10.89 10.34 12.37 0.41
H 10.00 6.07 11.43 0.65
```

Summary:
- LUMO energy (Eh) = -0.2399
- highest occupied orbital energy (eV) = -13.41
- net charge = +2
- HOMO-LUMO gap (eV) = 6.9
- relative energy (zero: lowest compared OMol25 entry of this formula, charge and spin) (kcal per mole) = 8.6



Number 1 is which compound? C20H20IrN11O7S2



net charge of number 2 (C20H20LaN5S)? +2